1.
ORCA calculation (ωB97M-V/def2-TZVPD) on C3H8OS as an isolated structure.

Geometry (Å):
C1 -1.7745 -0.7172 -0.5740
C2 -0.9942 0.0452 0.4357
C3 0.3492 -0.8749 0.6629
H1 -2.8189 -1.6218 -0.5111
H2 -0.8709 -1.3393 -1.4089
H3 -2.3266 0.4986 -1.1665
H4 -1.4004 0.2268 1.6151
H5 -0.5126 1.8243 -0.7553
H6 0.6858 -0.9985 1.7916
H7 0.1460 -2.0839 0.3727
H8 0.7479 1.6512 -0.2741
O1 -0.7722 1.4166 0.2404
S1 1.6903 -0.0131 -0.2959

Properties
* HOMO: -8.52 eV
* E: -16115.5557 eV
* frontier orbital gap: 8.40 eV
* net charge: 0
* ΔE to the lowest compared entry with this formula, charge and spin: 177.1 kcal per mole
* LUMO energy: -0.12 eV

Electronic structure analysis, Mulliken charges in units of e: number 1, C, carries -0.9072; number 2, C, carries 0.3746; number 3, C, carries -0.6108; number 4, H, carries 0.2671; number 5, H, carries 0.2502; number 6, H, carries 0.1582; number 7, H, carries 0.1790; number 8, H, carries 0.3784; number 9, H, carries 0.3048; number 10, H, carries 0.3154; number 11, H, carries 0.1559; number 12, O, carries -0.5586; number 13, S, carries -0.3069

***

2.
ORCA calculation (ωB97M-V/def2-TZVPD) on a 2-piece molecular cluster, C3H8OS overall.

Geometry (Å):
O1 -4.2350 0.0558 -1.0806
C1 -3.1125 -0.4616 -0.9711
H1 -2.6533 -1.1352 -0.1810
H2 -2.3257 -0.0713 -1.5601
C2 2.7725 0.3451 1.4261
S1 1.6430 -0.5529 0.3920
C3 0.6714 0.8976 -0.3974
H3 3.1655 -0.3903 2.2699
H4 3.6143 0.6126 0.7990
H5 2.2997 1.1825 2.1084
H6 0.8241 1.7357 0.3313
H7 -0.4494 0.7410 -0.4126
H8 1.1280 1.0385 -1.3279

Properties
* HOMO: -8.77 eV
* E: -16121.3289 eV
* structure (SMILES): C=O.CSC
* frontier orbital gap: 9.18 eV
* net charge: 0
* ΔE to the lowest compared entry with this formula, charge and spin: 44.0 kcal per mole
* LUMO energy: 0.41 eV

Electronic structure analysis, Mulliken charges in units of e: number 1, O, carries -0.4292; number 2, C, carries 0.0626; number 3, H, carries 0.2165; number 4, H, carries 0.1695; number 5, C, carries -0.7718; number 6, S, carries -0.0782; number 7, C, carries -0.5723; number 8, H, carries 0.2653; number 9, H, carries 0.2731; number 10, H, carries 0.2746; number 11, H, carries 0.2298; number 12, H, carries 0.0916; number 13, H, carries 0.2685

***

3.
ORCA calculation (ωB97M-V/def2-TZVPD) on one molecule with the formula C3H8OS.

Geometry (Å):
C1 0.1568 1.4601 -0.4667
C2 0.5931 0.2018 0.1379
C3 -0.5012 -0.5227 0.6594
H1 -0.2612 2.0424 0.3351
H2 -0.5873 1.3546 -1.2235
H3 0.7925 2.3692 -1.0093
H4 1.2598 0.1294 1.1709
H5 1.2075 -0.5442 -1.7419
H6 0.0443 -1.1978 1.4472
H7 -1.2028 -0.0707 1.3897
H8 -1.4389 -3.0743 0.3433
O1 1.4771 -0.5985 -0.7901
S1 -1.5398 -1.5491 -0.2520

Properties
* HOMO: -9.01 eV
* E: -16120.1269 eV
* structure (SMILES): C[C@H](O)CS
* frontier orbital gap: 9.29 eV
* net charge: 0
* ΔE to the lowest compared entry with this formula, charge and spin: 71.7 kcal per mole
* LUMO energy: 0.28 eV

Electronic structure analysis, Mulliken charges in units of e: number 1, C, carries -1.2819; number 2, C, carries 0.4880; number 3, C, carries -0.7053; number 4, H, carries 0.3663; number 5, H, carries 0.3767; number 6, H, carries 0.2771; number 7, H, carries 0.1713; number 8, H, carries 0.3186; number 9, H, carries 0.2993; number 10, H, carries 0.3781; number 11, H, carries 0.1386; number 12, O, carries -0.5380; number 13, S, carries -0.2888

***

4.
ORCA calculation (ωB97M-V/def2-TZVPD) on a 2-piece molecular cluster, C3H8OS2 overall.

Geometry (Å):
C1 1.1442 -1.3679 -1.3258
S1 0.2250 -0.4753 -2.5845
S2 1.0123 1.3968 -2.4826
H1 0.7742 -2.3941 -1.3054
H2 0.9679 -0.9208 -0.3469
H3 2.2208 -1.3910 -1.5043
H4 0.2616 1.9226 -1.4996
C2 -1.5016 0.4227 0.7160
C3 -0.8990 0.2779 1.8766
O1 -0.0018 1.1999 2.3204
H5 -2.2223 -0.2980 0.3875
H6 -1.2781 1.2920 0.0951
H7 -1.0758 -0.6059 2.4716
H8 0.3727 0.9412 3.1819

Properties
* HOMO: -8.98 eV
* E: -26957.7628 eV
* structure (SMILES): C=CO.CSS
* frontier orbital gap: 9.65 eV
* net charge: 0
* ΔE to the lowest compared entry with this formula, charge and spin: 19.5 kcal per mole
* LUMO energy: 0.67 eV

Electronic structure analysis, Mulliken charges in units of e: number 1, C, carries -0.6093; number 2, S, carries -0.0618; number 3, S, carries -0.1836; number 4, H, carries 0.2667; number 5, H, carries 0.1394; number 6, H, carries 0.3299; number 7, H, carries 0.1392; number 8, C, carries -0.7244; number 9, C, carries 0.1284; number 10, O, carries -0.4864; number 11, H, carries 0.2440; number 12, H, carries 0.1855; number 13, H, carries 0.2901; number 14, H, carries 0.3423

***

5.
ORCA calculation (ωB97M-V/def2-TZVPD) on a 2-piece molecular cluster, C3H8OS2 overall.

Geometry (Å):
C1 2.2528 -2.6959 0.3387
S1 1.6825 -1.0327 -0.0486
S2 3.3271 0.0591 -0.6743
H1 1.9705 -3.4706 -0.3779
H2 1.8659 -2.9377 1.3293
H3 3.3299 -2.7459 0.3912
H4 4.1964 -0.2263 0.3094
O1 -2.0236 3.2876 0.7760
C2 -1.9634 2.2905 0.1059
C3 -3.1741 1.5469 -0.3576
H5 -0.9906 1.9106 -0.2648
H6 -3.2002 1.4635 -1.4514
H7 -4.0850 2.0448 -0.0557
H8 -3.1880 0.5062 -0.0202

Properties
* HOMO: -8.67 eV
* E: -26957.9220 eV
* structure (SMILES): CC=O.CSS
* frontier orbital gap: 9.11 eV
* net charge: 0
* ΔE to the lowest compared entry with this formula, charge and spin: 15.8 kcal per mole
* LUMO energy: 0.44 eV

Electronic structure analysis, Mulliken charges in units of e: number 1, C, carries -0.7783; number 2, S, carries -0.0050; number 3, S, carries -0.1924; number 4, H, carries 0.2848; number 5, H, carries 0.2722; number 6, H, carries 0.2781; number 7, H, carries 0.1429; number 8, O, carries -0.4656; number 9, C, carries 0.2101; number 10, C, carries -0.8696; number 11, H, carries 0.2875; number 12, H, carries 0.2735; number 13, H, carries 0.2889; number 14, H, carries 0.2728

***

6.
ORCA calculation (ωB97M-V/def2-TZVPD) on a 2-piece molecular cluster, C3H8OSi overall.

Geometry (Å):
C1 -0.4466 -1.1354 -0.4038
C2 -2.5236 0.8749 0.1111
C3 0.6836 -0.8856 0.3950
O1 -0.6373 -1.7106 -1.4205
Si1 1.9856 0.5005 -0.1896
H1 -2.4263 0.0985 0.8994
H2 -1.8804 1.7105 0.1651
H3 -3.1666 0.7694 -0.7044
H4 0.5176 -0.6866 1.4123
H5 1.3023 -1.8568 0.5303
H6 3.2202 -0.3418 -0.3958
H7 2.2456 1.5034 0.8452
H8 1.1256 1.1596 -1.2442

Properties
* HOMO (spin up / spin down): -8.40 / -7.29 eV
* E: -13160.9286 eV
* frontier orbital gap (spin up / spin down): 8.74 / 7.72 eV
* net charge: 0
* ΔE to the lowest compared entry with this formula, charge and spin: 117.6 kcal per mole
* LUMO energy (spin up / spin down): 0.34 / 0.43 eV

Electronic structure analysis, Mulliken charges in units of e: number 1, C, carries -0.0544; number 2, C, carries -0.8836; number 3, C, carries -0.5165; number 4, O, carries -0.3699; number 5, Si, carries 0.4058; number 6, H, carries 0.2674; number 7, H, carries 0.2927; number 8, H, carries 0.3232; number 9, H, carries 0.3964; number 10, H, carries 0.3482; number 11, H, carries -0.0645; number 12, H, carries -0.0815; number 13, H, carries -0.0633

***

7.
ORCA calculation (ωB97M-V/def2-TZVPD) on one molecule with the formula C3H8P2.

Geometry (Å):
C1 0.4783 0.5736 0.1451
C2 -1.9925 -0.1406 0.1898
C3 -1.0188 0.8821 0.7234
P1 0.8711 -0.6365 -0.8912
P2 3.0240 -0.5271 -0.8556
H1 1.3246 1.2776 0.3316
H2 -2.9726 -0.1664 0.8163
H3 -2.2402 0.1434 -0.8238
H4 -1.7467 -1.1587 0.3003
H5 -0.9259 0.8357 1.7382
H6 -1.0321 1.8674 0.2849
H7 3.5076 -1.2569 -2.0302
H8 2.7233 -1.6935 0.0711

Properties
* HOMO: -8.61 eV
* E: -21815.7030 eV
* structure (SMILES): CCC=P#[PH2]
* frontier orbital gap: 9.26 eV
* net charge: 0
* ΔE to the lowest compared entry with this formula, charge and spin: 24.5 kcal per mole
* LUMO energy: 0.65 eV

Electronic structure analysis, Mulliken charges in units of e: number 1, C, carries -0.2649; number 2, C, carries -1.2632; number 3, C, carries -0.2600; number 4, P, carries -0.1249; number 5, P, carries -0.2148; number 6, H, carries 0.3088; number 7, H, carries 0.2968; number 8, H, carries 0.3308; number 9, H, carries 0.4251; number 10, H, carries 0.3436; number 11, H, carries 0.2539; number 12, H, carries 0.0811; number 13, H, carries 0.0878

***

8.
ORCA calculation (ωB97M-V/def2-TZVPD) on a 2-piece molecular cluster, C3H8P2 overall.

Geometry (Å):
C1 -1.4328 0.0575 -0.6713
C2 1.2253 -0.4653 0.9572
C3 1.1375 0.5311 -0.1959
P1 -2.7948 -0.8283 -0.5187
P2 0.0910 0.1016 -1.6316
H1 -1.3088 1.3717 0.2886
H2 0.2452 -0.9223 1.0109
H3 2.1545 -1.1823 0.7236
H4 1.2205 0.1583 1.9134
H5 2.1620 0.8200 -0.5680
H6 0.6342 1.4616 0.0683
H7 -3.6103 0.1130 0.3459
H8 0.2765 -1.2167 -1.7224

Properties
* HOMO: -8.79 eV
* E: -21813.8627 eV
* frontier orbital gap: 8.88 eV
* net charge: 0
* ΔE to the lowest compared entry with this formula, charge and spin: 66.9 kcal per mole
* LUMO energy: 0.09 eV

Electronic structure analysis, Mulliken charges in units of e: number 1, C, carries -0.0999; number 2, C, carries -0.7093; number 3, C, carries -0.6764; number 4, P, carries -0.1413; number 5, P, carries 0.0234; number 6, H, carries 0.1403; number 7, H, carries 0.2542; number 8, H, carries 0.2770; number 9, H, carries 0.2444; number 10, H, carries 0.3917; number 11, H, carries 0.2688; number 12, H, carries 0.0271; number 13, H, carries 0.0000

***

9.
ORCA calculation (ωB97M-V/def2-TZVPD) on one molecule with the formula C3H8S.

Geometry (Å):
C1 1.3896 -0.9680 0.1765
C2 -0.0246 -0.5734 -0.2080
C3 -0.4570 0.8665 -0.0085
S1 -2.2119 0.9057 -0.5452
H1 1.3575 -1.8097 0.8611
H2 1.7987 -0.1755 0.8008
H3 2.0904 -1.1721 -0.6274
H4 -0.2737 -0.8485 -1.2382
H5 -0.7543 -1.1403 0.3605
H6 -0.0328 1.6774 -0.5978
H7 -0.3425 1.1517 1.0442
H8 -2.5393 2.0861 -0.0180

Properties
* HOMO: -8.98 eV
* E: -14075.6203 eV
* structure (SMILES): CCCS
* frontier orbital gap: 10.02 eV
* net charge: 0
* ΔE to the lowest compared entry with this formula, charge and spin: 6.9 kcal per mole
* LUMO energy: 1.04 eV

Electronic structure analysis, Mulliken charges in units of e: number 1, C, carries -1.0460; number 2, C, carries -0.5478; number 3, C, carries -0.5288; number 4, S, carries -0.2482; number 5, H, carries 0.2866; number 6, H, carries 0.3113; number 7, H, carries 0.2948; number 8, H, carries 0.3374; number 9, H, carries 0.3210; number 10, H, carries 0.3497; number 11, H, carries 0.3545; number 12, H, carries 0.1156

***

What is the ΔE to the lowest compared entry with this formula, charge and spin in the sixth record?
117.6 kcal per mole